Entry 1:
Here is 12 unconnected molecules or ions with the total composition C40H109N5O22 at a distorted geometry from the Open Molecules 2025 dataset. Energies are from ωB97M-V/def2-TZVPD.

Properties
Frontier orbital gap, eV: 8.85
Total energy, hartree: -3518.14024
ΔE to the lowest compared entry with this formula, charge and spin, eV: 1.709
Maximum force, Eh/bohr: 0.0521
Charge: 0
SMILES: COCCNCCOC.COCCNCCOC.COCCNCCOC.COCCNCCOC.COCCNCCOC.OCCO.OCCO.OCCO.OCCO.OCCO.O.O
Lowest unoccupied orbital energy, eV: 0.465

CARTESIAN COORDINATES (ANGSTROEM)
C 0.6780 -5.6779 3.1886
O 1.3364 -5.3556 1.9752
C 1.4929 -3.9266 1.9373
C 2.0469 -3.5027 0.5940
N 1.0623 -3.5777 -0.4347
C 1.5747 -4.0049 -1.7792
C 0.5546 -3.8072 -2.8081
O 0.4117 -2.3807 -3.0919
C -0.5724 -2.1212 -4.0992
H -0.2503 -5.1537 3.3595
H 1.2013 -5.4787 4.0922
H 0.4647 -6.7713 3.1543
H 2.2214 -3.6230 2.7622
H 0.5608 -3.3396 2.1319
H 2.8445 -4.2674 0.3503
H 2.5013 -2.5229 0.7909
H 0.5714 -2.7184 -0.5327
H 1.7989 -5.0523 -1.6621
H 2.5164 -3.4910 -1.9646
H -0.3757 -4.1799 -2.3783
H 0.7100 -4.3788 -3.7525
H -0.6026 -1.0595 -4.2490
H -1.5766 -2.5777 -3.9750
H -0.2767 -2.5323 -5.0759
C 2.6988 1.8050 -1.4159
O 3.6536 0.7911 -1.1773
C 3.3488 -0.3645 -1.9491
C 3.5808 -0.3092 -3.4153
N 4.8696 0.2350 -3.8482
C 4.9625 1.7062 -3.8216
C 6.2164 2.1597 -4.5934
O 6.1173 1.5803 -5.8903
C 7.2990 1.6104 -6.6504
H 3.1658 2.6550 -1.9642
H 2.3076 2.2648 -0.5124
H 1.8613 1.4741 -2.0463
H 2.2621 -0.5126 -1.8130
H 3.8498 -1.1943 -1.4559
H 2.7581 0.2760 -3.8277
H 3.4941 -1.3681 -3.7243
H 5.0896 -0.0913 -4.7787
H 5.0048 2.0893 -2.7607
H 4.1064 2.1616 -4.3408
H 7.1615 1.9470 -4.0791
H 6.1886 3.2742 -4.7334
H 7.2097 0.7932 -7.3690
H 8.2094 1.5169 -6.0848
H 7.4289 2.5376 -7.1946
C -3.9319 -8.1826 -2.9047
O -3.6434 -7.6697 -1.6275
C -2.2629 -7.6062 -1.4733
C -1.8266 -6.9729 -0.1671
N -2.2485 -5.5831 -0.2088
C -1.9336 -4.8204 0.9675
C -2.4207 -3.3982 0.7771
O -3.8266 -3.3131 0.5564
C -4.0525 -1.9510 0.2240
H -3.5413 -7.5238 -3.6862
H -5.0182 -8.2011 -3.0123
H -3.5302 -9.1988 -2.9718
H -1.9384 -6.8925 -2.2408
H -1.8478 -8.5847 -1.7053
H -0.7324 -6.9991 -0.1349
H -2.2185 -7.4984 0.6961
H -3.2077 -5.5345 -0.4950
H -0.8201 -4.7949 1.0028
H -2.2539 -5.3599 1.8799
H -1.8924 -3.0658 -0.0908
H -2.3203 -2.7252 1.5960
H -3.6981 -1.6828 -0.7555
H -3.5427 -1.3414 0.9993
H -5.1402 -1.8593 0.3471
C 0.0463 -2.9742 5.7722
O 1.3580 -3.3137 6.1450
C 2.3755 -2.3690 6.0710
C 2.1089 -1.1116 6.9255
N 1.5882 -1.4864 8.2330
C 2.6565 -1.9762 9.0767
C 2.0586 -2.4596 10.3967
O 3.1325 -2.9746 11.1579
C 2.6390 -3.4558 12.4378
H -0.3540 -2.2449 6.5108
H -0.5131 -3.8744 5.9109
H 0.0150 -2.6106 4.7748
H 2.5292 -2.1048 5.0283
H 3.3282 -2.8442 6.3619
H 1.2350 -0.6456 6.4572
H 2.8791 -0.3047 6.9713
H 1.0316 -0.7141 8.6186
H 3.4592 -1.2950 9.2872
H 3.0768 -2.8586 8.5575
H 1.2813 -3.1817 10.1752
H 1.4860 -1.7098 10.9221
H 3.4965 -3.6823 13.0486
H 2.0239 -4.3627 12.3729
H 2.1371 -2.5620 12.8654
C -4.3727 4.4623 -7.4831
O -2.9765 4.6153 -7.1630
C -2.6239 5.8891 -6.7534
C -1.1234 5.9468 -6.4448
N -0.7884 4.9304 -5.3916
C 0.5668 5.0822 -4.9680
C 1.1593 3.9259 -4.2103
O 0.3735 3.6756 -3.0812
C 0.7631 4.3957 -1.9548
H -4.5465 4.9695 -8.4391
H -4.9621 5.0292 -6.7204
H -4.6759 3.3868 -7.4764
H -3.3103 6.1700 -5.9914
H -2.7759 6.6316 -7.6057
H -0.7738 6.9845 -6.1101
H -0.5845 5.6707 -7.3067
H -1.0735 4.0489 -5.7420
H 0.7049 5.9211 -4.2895
H 1.2323 5.2777 -5.7930
H 2.1997 4.1755 -3.9261
H 1.1172 3.0169 -4.8148
H 0.3400 3.8540 -1.0570
H 0.3376 5.3728 -2.1084
H 1.8835 4.4840 -1.8361
O 1.8770 1.2123 4.3745
C 0.8539 1.9778 3.6830
C 0.5689 3.2464 4.3792
O -0.4008 4.0560 3.6359
H 2.1708 0.5396 3.7381
H 1.2183 2.2906 2.7225
H -0.0673 1.3861 3.5364
H 1.4622 3.8437 4.5029
H 0.1423 3.0150 5.3574
H -1.2613 3.6707 3.5857
O -2.9727 2.9686 3.6091
C -3.6938 1.8158 3.7905
C -3.4536 0.6800 2.8293
O -4.3230 0.8298 1.7202
H -3.3387 3.5283 2.8947
H -3.5143 1.3804 4.7599
H -4.7906 2.0542 3.7445
H -3.7008 -0.1869 3.4151
H -2.3660 0.5970 2.5946
H -3.9007 1.3494 1.0487
O -1.4154 1.8935 -4.4438
C -2.7094 1.7742 -3.8630
C -3.5447 2.9779 -4.2506
O -3.0732 4.1425 -3.5573
H -0.8824 2.2738 -3.7767
H -3.2251 0.8272 -4.1612
H -2.5859 1.7115 -2.7673
H -4.5638 2.6880 -3.9579
H -3.5471 3.0896 -5.3075
H -2.2328 4.4532 -4.0052
O -0.0973 -0.8381 0.7269
C -0.5310 -0.3356 -0.5277
C -0.6591 1.1448 -0.5961
O -1.8550 1.4928 0.0941
H -0.7873 -1.3317 1.1170
H 0.1467 -0.6302 -1.3377
H -1.4845 -0.7718 -0.8576
H -0.7821 1.5516 -1.6436
H 0.2434 1.7025 -0.1307
H -1.8970 2.4583 -0.0635
O -3.7819 4.4438 1.5052
C -2.9050 5.3925 0.9398
C -3.0472 5.2817 -0.5527
O -2.6288 3.9691 -0.9126
H -3.9353 3.6983 0.9442
H -3.2028 6.4425 1.2193
H -1.8688 5.1291 1.1370
H -2.5072 5.9893 -1.1864
H -4.1164 5.4351 -0.8193
H -2.7049 3.9890 -1.8876
O 0.5756 4.4825 1.2729
H 1.0205 5.3425 1.3721
H 0.1862 4.2479 2.1735
O 2.4113 0.1786 1.7094
H 2.8811 0.0919 0.8648
H 1.5416 -0.2197 1.5374

Atoms 1-3, force components in eV/Å:
-0.60 -1.95 -0.56
-0.70 1.57 0.79
0.99 0.19 0.81

***

Entry 2:
Here is 11 unconnected molecules or ions with the total composition C40H109N7O17 at a distorted geometry from the Open Molecules 2025 dataset. Energies are from ωB97M-V/def2-TZVPD.

Properties
Frontier orbital gap, eV: 8.82
Total energy, hartree: -3251.39280
ΔE to the lowest compared entry with this formula, charge and spin, eV: 0.000
Maximum force, Eh/bohr: 0.0773
Charge: 0
SMILES: COC[C@H](C)N.COC[C@H](C)N.COC[C@H](C)N.COC[C@H](C)N.COC[C@H](C)N.COCCNCCOC.COCCNCCOC.OCCO.OCCO.OCCO.OCCO
Lowest unoccupied orbital energy, eV: 0.313

CARTESIAN COORDINATES (ANGSTROEM)
C 34.5714 -33.1421 -26.8142
O 33.7002 -34.2451 -26.8282
C 32.5143 -34.1032 -27.5447
C 31.7345 -35.4036 -27.4519
C 30.5718 -35.3892 -28.3811
N 31.2875 -35.6411 -26.0725
H 35.3453 -33.2991 -26.0512
H 34.1011 -32.2264 -26.4066
H 35.0523 -33.0404 -27.7914
H 31.9015 -33.2227 -27.3051
H 32.8504 -34.0268 -28.6055
H 32.4672 -36.1860 -27.6703
H 30.0785 -36.3594 -28.3239
H 30.9214 -35.2820 -29.4089
H 29.8728 -34.5882 -28.1436
H 31.9689 -35.2817 -25.4074
H 30.4539 -35.0651 -25.9138
C 35.1941 -27.2332 -27.3591
O 33.7889 -27.2537 -27.2736
C 33.1306 -26.0500 -27.6337
C 31.6769 -26.3139 -27.7704
C 30.9134 -25.0579 -28.0289
N 31.0521 -27.0462 -26.6504
H 35.7012 -26.8023 -26.4875
H 35.4968 -26.6921 -28.2724
H 35.5242 -28.2669 -27.4801
H 33.4583 -25.3110 -26.8703
H 33.4513 -25.5779 -28.5800
H 31.5877 -27.0439 -28.5888
H 31.1862 -24.5658 -28.9682
H 31.0285 -24.3188 -27.2252
H 29.8358 -25.2393 -28.0720
H 30.9088 -26.4576 -25.8373
H 31.6306 -27.8446 -26.4072
C 32.9746 -26.0844 -35.6726
O 32.1528 -25.4775 -36.6156
C 32.5169 -25.6966 -37.9672
C 33.9880 -25.5719 -38.3442
C 34.6079 -24.2347 -37.9939
N 34.1732 -25.7270 -39.7572
H 33.0866 -27.1868 -35.9071
H 32.4634 -26.1800 -34.7138
H 34.0401 -25.8430 -35.5662
H 32.1783 -26.7127 -38.2482
H 31.9017 -24.9517 -38.4788
H 34.5508 -26.2938 -37.7510
H 34.5595 -24.0052 -36.9214
H 34.2609 -23.3876 -38.5742
H 35.6918 -24.3763 -38.1013
H 33.6721 -24.9745 -40.2528
H 33.5809 -26.5060 -40.1092
C 28.7710 -29.8208 -39.9795
O 29.8297 -29.0246 -39.4929
C 30.4318 -29.5522 -38.4149
C 29.6519 -29.4256 -37.1415
C 29.0996 -28.0172 -36.9231
N 30.4557 -29.8986 -36.0150
H 28.3728 -30.5269 -39.2527
H 29.1391 -30.4127 -40.8415
H 28.0182 -29.1600 -40.4066
H 30.8947 -30.5382 -38.5313
H 31.3309 -28.9372 -38.1863
H 28.7482 -30.0499 -37.3266
H 29.7655 -27.2856 -37.4097
H 28.9902 -27.7223 -35.8867
H 28.1330 -27.9214 -37.4306
H 29.9111 -30.5838 -35.4858
H 31.2703 -30.4746 -36.2999
C 32.6730 -30.6734 -28.8512
O 33.0304 -30.4869 -30.1625
C 32.1617 -29.6446 -30.8645
C 32.1960 -29.7517 -32.3888
C 33.5693 -29.5743 -32.9827
N 31.2630 -28.6799 -32.7570
H 32.5295 -29.6971 -28.3597
H 33.3528 -31.2471 -28.2209
H 31.7590 -31.2900 -28.7514
H 31.1197 -29.7152 -30.5211
H 32.5141 -28.6441 -30.5359
H 31.8576 -30.8014 -32.5151
H 34.1874 -30.4166 -32.6676
H 33.9908 -28.6178 -32.6801
H 33.4979 -29.6716 -34.0718
H 31.3311 -28.4443 -33.7540
H 30.2918 -28.9941 -32.6879
C 32.8404 -25.8998 -31.5205
O 33.1780 -24.5328 -31.7483
C 34.5925 -24.2815 -31.5813
C 35.0350 -23.9869 -30.1772
N 36.4091 -23.4484 -30.1164
C 36.4416 -21.9805 -29.8958
C 35.9768 -21.6189 -28.4964
O 34.6632 -21.5708 -28.2061
C 34.0694 -20.3558 -28.6007
H 33.2492 -26.5714 -32.2890
H 31.7568 -25.9742 -31.5948
H 33.1556 -26.2496 -30.5300
H 34.6869 -23.3681 -32.2092
H 35.1920 -25.0182 -32.1462
H 35.0239 -24.9763 -29.7118
H 34.3038 -23.3166 -29.7452
H 36.8201 -23.6311 -31.0357
H 35.8606 -21.4816 -30.6829
H 37.4913 -21.6916 -29.9102
H 36.5468 -20.7112 -28.1554
H 36.4948 -22.2295 -27.7344
H 34.4942 -19.4554 -28.1229
H 32.9985 -20.4184 -28.4696
H 34.2841 -20.1525 -29.6753
C 27.1881 -30.8688 -34.0927
O 26.9702 -32.2605 -34.3155
C 27.1466 -32.6092 -35.6728
C 28.4384 -33.4095 -35.7965
N 29.5200 -32.6699 -35.2325
C 30.8389 -33.2667 -35.3490
C 31.4108 -33.3350 -36.7148
O 31.9615 -32.0977 -37.0279
C 33.1065 -31.9844 -37.8766
H 27.2511 -30.7824 -33.0079
H 26.3042 -30.3204 -34.4298
H 28.1364 -30.5413 -34.5210
H 27.0911 -31.6998 -36.2875
H 26.3259 -33.2336 -36.0572
H 28.5547 -33.6760 -36.8556
H 28.2366 -34.3780 -35.2961
H 29.2724 -32.5642 -34.2541
H 30.7987 -34.3016 -34.9519
H 31.5373 -32.7163 -34.7127
H 30.6520 -33.6488 -37.4455
H 32.1841 -34.1055 -36.7215
H 33.4253 -30.9464 -37.7563
H 32.7028 -32.0948 -38.8919
H 33.9797 -32.5852 -37.6423
O 36.3387 -31.6521 -38.2224
C 36.2111 -30.3463 -37.6160
C 36.1619 -29.3072 -38.7101
O 37.4618 -29.1423 -39.3303
H 36.8665 -31.4850 -39.0178
H 35.3432 -30.3067 -36.9652
H 37.0939 -30.1647 -36.9848
H 35.7013 -28.3341 -38.4454
H 35.4175 -29.6180 -39.4854
H 37.4378 -28.4028 -39.9407
O 37.3915 -30.7362 -30.1459
C 36.1661 -30.4209 -29.3702
C 36.6534 -29.7347 -28.1693
O 37.6169 -30.5790 -27.5807
H 38.0163 -31.1179 -29.5056
H 35.4502 -29.8905 -29.9862
H 35.6908 -31.3742 -29.0969
H 35.8422 -29.4905 -27.4595
H 37.0513 -28.7443 -28.4345
H 38.1011 -30.0887 -26.9137
O 27.7860 -28.5959 -28.8707
C 28.5904 -28.0251 -29.9879
C 28.4525 -28.8838 -31.2008
O 29.0956 -30.1679 -31.0245
H 28.3591 -29.1450 -28.3262
H 28.2482 -26.9903 -30.0665
H 29.6354 -27.9264 -29.6602
H 28.9774 -28.4551 -32.0661
H 27.4139 -29.0460 -31.4988
H 28.9335 -30.4745 -30.1243
O 36.1061 -34.6711 -33.6194
C 37.3608 -34.1478 -33.6047
C 37.5443 -33.3349 -32.3355
O 36.9459 -32.0632 -32.5227
H 35.5394 -33.9064 -33.8080
H 38.1014 -34.9389 -33.6720
H 37.5757 -33.4583 -34.4296
H 38.5969 -33.2085 -32.0229
H 37.0624 -33.8409 -31.4829
H 37.1922 -31.5673 -31.7209

Atoms 1-3, force components in eV/Å:
0.13 0.07 0.86
0.26 0.00 1.56
0.65 -0.31 -2.19

***

Question: What is the ΔE to the lowest compared entry with this formula, charge and spin in the first record?
Answer: 1.709 eV

***

Question: Number 1 is which compound?
Answer: C40H109N5O22

***

Question: Number 1 is which compound?
Answer: C40H109N5O22

***

Question: The highest lowest unoccupied orbital energy belongs to which entry?
Answer: C40H109N5O22